102
Properties=species:S:1:pos:R:3:forces:R:3:mulliken_charge:R:1 method="wB97M-V/def2-TZVPD" homo_energy_ev=-8.274 homo_lumo_gap_ha=0.319 total_charge=0 spin_multiplicity=1 mol_weight_g_mol=624.85
C -3.339922 1.423205 0.166940 -1.7 -1.1 0.3 1.1926
C -3.303816 -0.015373 -0.206147 -2.2 -0.3 -0.7 0.3796
C -3.760518 -0.776961 1.107107 0.6 1.3 -1.5 0.0420
O -4.378744 0.217569 1.874132 -0.6 0.1 0.9 -0.5225
C -4.451370 1.462072 1.183510 -0.3 -0.4 0.4 -0.9853
H -3.595390 2.107587 -0.642042 -0.9 -2.1 0.0 -0.0602
H -2.401563 1.735246 0.625422 -0.4 -0.7 -0.4 -1.7070
H -2.327840 -0.251908 -0.629940 -2.7 0.6 0.1 -0.6364
H -4.014190 -0.217753 -1.007709 -0.6 0.0 0.0 0.1233
H -2.888240 -1.165103 1.633015 -0.4 0.0 0.4 0.1923
H -4.422371 -1.598169 0.832020 -0.3 0.0 0.3 0.4537
H -4.388957 2.234046 1.950481 -0.2 -0.1 -0.1 0.5302
H -5.413546 1.595820 0.689112 -0.3 -0.2 -0.1 0.3311
C -1.194710 2.729114 -1.731209 -1.0 0.5 0.0 1.2585
C -0.312787 3.836693 -2.250531 -0.5 1.9 0.2 -1.0019
C -0.584318 4.986315 -1.208512 0.1 -1.1 -0.1 0.1512
O -1.958078 4.845918 -0.741795 0.6 0.0 -2.8 -0.6710
C -2.377025 3.489260 -1.035492 0.8 1.3 0.3 -0.7682
H -0.529930 2.115792 -1.122922 -1.1 0.3 0.5 -1.3974
H -1.649596 2.119726 -2.512135 0.3 -0.2 -0.1 0.9131
H -0.589587 4.200540 -3.240017 0.0 -0.2 -0.1 0.3379
H 0.747915 3.585679 -2.248586 0.0 0.0 -0.1 0.4026
H -0.357851 5.991442 -1.564245 -0.4 0.0 -0.1 0.5081
H 0.071234 4.758052 -0.368132 -0.2 0.5 -0.4 -0.4911
H -3.313914 3.510488 -1.592168 0.2 0.5 -1.2 0.5975
H -2.799680 2.962182 -0.180133 2.3 2.8 0.0 0.5469
C 0.840671 -0.119067 1.116342 -1.2 -0.2 1.4 -0.8544
C 1.258940 -0.494785 -0.268956 2.1 -0.4 1.1 1.5088
C 0.189045 -0.088933 -1.159121 -1.2 1.2 1.7 -0.4513
O -0.952454 0.018649 -0.281101 5.1 5.8 -3.7 -0.2545
C -0.587667 0.484792 0.981314 2.9 0.7 -1.5 0.1551
H 1.507942 0.611648 1.573404 -0.1 -0.7 -0.2 0.3867
H 0.755309 -0.990077 1.766056 0.1 0.1 -0.4 -0.1708
H 1.431604 -1.563915 -0.392467 -0.2 1.1 1.1 -1.5032
H 2.195298 0.022558 -0.477952 0.2 -0.3 -0.3 1.4828
H 0.076535 -0.813260 -1.965843 -1.0 0.7 1.9 -1.1497
H 0.448267 0.850200 -1.647939 -0.9 -0.1 1.0 -0.3465
H -1.334112 0.329240 1.760232 0.2 -1.1 -0.9 0.8258
H -0.410176 1.559688 0.946506 -0.5 -0.4 -0.8 -0.1627
C -1.752231 -1.987066 -0.099911 -0.9 -4.3 1.8 0.5321
C -1.051064 -2.450083 -1.386232 -1.1 -0.2 0.7 0.3121
C -1.271678 -3.921278 -1.294489 -1.5 -0.9 0.8 -1.0743
O -1.141768 -4.205789 0.116225 1.4 -2.5 -0.3 -0.5503
C -1.545545 -3.149718 0.910287 -0.7 1.7 -1.9 -0.8329
H -2.821992 -1.961688 -0.307403 0.6 -0.7 -0.4 0.4321
H -1.460087 -1.047052 0.368194 -1.1 -4.1 0.0 -0.8675
H 0.031979 -2.327775 -1.398449 -1.4 0.0 0.0 0.4225
H -1.538373 -2.037638 -2.269701 0.2 0.1 0.1 0.0219
H -0.620504 -4.485068 -1.962483 0.5 -0.3 0.6 0.3404
H -2.268431 -4.318904 -1.485494 -0.4 0.6 -0.7 0.3508
H -0.788738 -2.799734 1.612327 0.2 -0.7 0.5 -0.0385
H -2.530553 -3.326557 1.342253 0.3 -0.4 0.7 0.5933
C 2.523288 -1.044253 3.499701 0.8 0.4 -0.5 0.2734
C 3.668226 0.007798 3.488118 -0.2 -0.3 0.5 -0.9500
C 2.935636 1.369844 3.434480 5.7 -8.3 4.5 -0.3380
O 1.692491 1.093487 4.096874 4.6 -1.0 4.2 -0.5143
C 1.356643 -0.278539 4.127644 2.0 -2.7 1.5 -0.3956
H 2.825541 -1.985230 3.959372 -0.2 0.2 0.4 0.5838
H 2.211769 -1.311596 2.489960 0.7 0.1 0.3 -0.7250
H 4.332184 -0.109977 2.631735 0.0 -0.1 0.0 0.4159
H 4.269087 -0.093581 4.391884 0.1 -0.2 0.1 0.2978
H 2.776876 1.774589 2.434943 4.7 -7.9 0.8 0.1503
H 3.502796 2.096637 4.016039 -0.3 0.1 0.1 0.4854
H 0.469876 -0.564194 3.561826 -0.4 0.6 0.1 0.0584
H 1.178860 -0.634881 5.142301 0.0 0.5 0.2 0.5184
C 1.692038 -3.729872 -0.720829 -0.6 0.7 0.0 -0.2407
C 1.977725 -2.782882 -1.861023 2.0 -1.4 -0.3 -0.5399
C 3.460276 -2.401033 -1.540596 -0.2 -0.1 -1.9 -0.7441
O 3.613284 -2.439695 -0.187178 0.7 1.3 1.2 -0.4563
C 2.613466 -3.194882 0.390544 -0.5 -1.9 0.9 0.2584
H 1.879952 -4.756715 -1.034499 0.4 0.0 0.3 0.3390
H 0.618268 -3.682716 -0.539423 1.0 -0.3 1.0 0.3745
H 1.343195 -1.897084 -1.889708 1.0 -0.8 -0.6 -0.1552
H 1.885927 -3.276321 -2.828594 0.2 -0.4 1.2 1.0730
H 3.714458 -1.424879 -1.953650 0.2 -0.3 0.7 0.2730
H 4.189232 -3.115618 -1.922809 -0.1 -0.3 -0.8 0.3153
H 2.149041 -2.569461 1.152958 -0.4 -0.5 0.0 -0.2401
H 3.097370 -4.054756 0.853752 -0.1 0.0 0.5 0.3982
F 1.316517 -3.505098 -4.924249 -0.5 0.5 0.3 -0.4147
C 1.298643 -2.266994 -4.383334 0.5 2.3 -0.2 -0.6987
C 0.141935 -1.577381 -4.011949 -0.3 0.1 -1.6 -0.5548
C 0.202481 -0.264337 -3.520413 1.9 -0.5 -2.2 -0.5110
C 1.475754 0.297339 -3.215915 0.5 -0.2 -2.1 0.2743
C 2.631436 -0.425720 -3.483222 -1.2 -0.2 -0.7 -0.5873
C 2.515570 -1.680359 -4.079895 0.3 -0.1 -1.6 -0.1556
H -0.813366 -2.043241 -4.203686 -0.1 0.0 -0.1 0.5156
H -0.708893 0.270254 -3.296818 0.0 0.0 -0.3 0.5427
H 1.584402 1.272128 -2.763818 0.0 0.1 -0.4 0.3869
H 3.610951 -0.098396 -3.167262 -0.1 0.4 -0.3 0.7284
H 3.377983 -2.296067 -4.288546 0.3 0.1 0.0 0.3034
F 2.237667 2.656203 2.370950 -7.8 14.7 -5.2 -0.2354
C 0.882934 2.776062 2.345390 -4.2 0.7 -1.0 0.2276
C 0.298963 3.762627 1.557637 -0.4 -0.4 0.4 -1.8919
C -1.117773 3.801723 1.414362 1.4 -0.2 1.8 -1.2864
C -1.901568 2.871696 2.075255 0.3 0.6 1.4 -0.1190
C -1.307681 1.873049 2.841063 0.4 2.1 1.4 0.2074
C 0.073510 1.789010 2.926679 -1.9 2.3 -0.8 0.4549
H 0.933080 4.467745 1.040819 0.1 0.1 0.3 0.6646
H -1.633508 4.569110 0.856205 0.6 -0.1 0.5 1.2412
H -2.973503 2.944938 1.965771 0.5 0.3 0.5 0.4411
H -1.833539 1.138819 3.433340 -0.6 0.0 -0.2 0.5778
H 0.605075 1.002832 3.442189 -3.3 1.7 -2.1 0.5457